(one)
C2H11NO3 | ωB97M-V with the def2-TZVPD basis set

Bonds (Å) are listed after each position.
Positions of all 17 atoms, in Å:
1 N 1.2218 1.7147 0.7539  C5 1.311, C7 1.458
2 H 2.6591 0.9603 -0.4345  C5 1.032
3 H 1.3773 -3.5206 2.3405  O13 0.896
4 H 2.2353 -2.3262 2.9722  O13 0.997
5 C 1.8201 0.7345 0.1220  N1 1.311, H2 1.032, H11 1.043
6 H 0.1648 0.3162 -2.7297  O10 1.132
7 C -0.2149 1.6081 0.9758  N1 1.458, H8 1.223, H12 1.195, H14 1.089
8 H -0.4191 2.6294 1.6168  C7 1.223
9 O -3.0086 -0.0362 -1.7281  H15 1.010, H16 1.001
10 O -0.4866 -0.5942 -2.8998  H6 1.132, H17 0.974
11 H 1.6628 -0.2967 0.1258  C5 1.043
12 H -0.4571 0.6728 1.6795  C7 1.195
13 O 1.3527 -2.7664 2.8241  H3 0.896, H4 0.997
14 H -0.6013 1.9027 0.0011  C7 1.089
15 H -2.6050 0.0934 -0.8117  O9 1.010
16 H -3.3570 -0.9582 -1.9011  O9 1.001
17 H -1.3443 -0.1336 -2.9066  O10 0.974

Results
**SMILES**: C=NC.O.O.O
**Gap between HOMO and LUMO**: 9.851 eV
**LUMO level**: 0.01620 Ha
**HOMO**: -0.3458 Eh

(two)
C2H11NO3 | ωB97M-V with the def2-TZVPD basis set

Bonds (Å) are listed after each position.
Positions of all 17 atoms, in Å:
1 H -0.2645 -2.7268 -0.1429  C16 1.121
2 H 1.0256 2.8049 -2.6323  O17 1.049
3 H -2.0709 0.2622 -0.5622  C12 1.116
4 O -0.0835 0.3003 0.1481  H11 0.923, C12 1.470
5 N -1.7423 -1.4475 0.6276  H9 1.039, C12 1.458, C16 1.454
6 H 1.1584 3.3556 -1.1827  O17 0.971
7 H -1.7155 0.4277 1.3430  C12 1.120
8 H 0.1092 -1.7833 1.3835  C16 1.074
9 H -2.4592 -1.9804 0.0963  N5 1.039
10 O 2.9490 0.8614 -0.2976  H13 0.983, H15 0.935
11 H -0.1586 1.1517 -0.1990  O4 0.923
12 C -1.4997 -0.0378 0.3479  H3 1.116, O4 1.470, N5 1.458, H7 1.120
13 H 2.3064 0.3048 0.1966  O10 0.983
14 H -0.8087 -3.3644 1.3828  C16 1.156
15 H 3.3184 1.4464 0.3312  O10 0.935
16 C -0.6275 -2.3548 0.8501  H1 1.121, N5 1.454, H8 1.074, H14 1.156
17 O 0.5633 2.7800 -1.6907  H2 1.049, H6 0.971

Results
**SMILES**: CNCO.O.O
**Gap between HOMO and LUMO**: 8.876 eV
**LUMO level**: 0.02189 Ha
**HOMO**: -0.3043 Eh

Stability, lowest: (one)

(one)
CH2BrN | ωB97M-V with the def2-TZVPD basis set

Bonds (Å) are listed after each position.
Positions of all 5 atoms, in Å:
1 C -0.0416 0.0972 0.2898  Br2 2.221, H3 1.103, N4 1.213
2 Br -0.7925 2.1682 0.0066  C1 2.221
3 H -0.3084 -0.4147 1.2292  C1 1.103
4 N 0.3665 -0.4327 -0.7217  C1 1.213, H5 1.070
5 H 0.7759 -1.4180 -0.8038  N4 1.070

Results
**SMILES**: [H]/N=C/Br
**Gap between HOMO and LUMO**: 10.115 eV
**LUMO level**: -0.00011 Ha
**HOMO**: -0.3718 Eh

(two)
CH2BrN | ωB97M-V with the def2-TZVPD basis set

Bonds (Å) are listed after each position.
Positions of all 5 atoms, in Å:
1 H -0.7038 0.5453 -0.8899  C3 0.997
2 H 1.7204 0.4012 -0.1284  N4 1.024
3 C -0.3421 -0.0892 -0.2107  H1 0.997, N4 1.460, Br5 1.853
4 N 1.0193 -0.2082 0.3027  H2 1.024, C3 1.460
5 Br -1.6938 -0.6491 0.9262  C3 1.853

Results
**SMILES**: [H]/N=C/Br
**Gap between HOMO and LUMO**: 9.893 eV
**LUMO level**: -0.00607 Ha
**HOMO**: -0.3696 Eh

Stability, lowest: (two)

(one)
C2H2O2S | ωB97M-V with the def2-TZVPD basis set

Bonds (Å) are listed after each position.
Positions of all 7 atoms, in Å:
1 H -2.1578 -0.0351 -0.5201  C5 1.082
2 C 0.0102 0.1243 -0.7745  C5 1.461, O6 1.287
3 O 2.7376 0.0871 0.7565  S7 1.467
4 H -1.2017 -0.5024 0.9901  C5 1.082
5 C -1.2122 -0.0565 0.0045  H1 1.082, C2 1.461, H4 1.082, O6 1.436
6 O -0.4280 1.1403 -0.1166  C2 1.287, C5 1.436
7 S 2.2518 -0.7577 -0.3399  O3 1.467

Results
**Gap between HOMO and LUMO (alpha / beta)**: 7.585 / 6.976 eV
**LUMO level (alpha / beta)**: -0.04640 / -0.04123 Ha
**HOMO (alpha / beta)**: -0.3251 / -0.2976 Eh

(two)
C2H2O2S | ωB97M-V with the def2-TZVPD basis set

Bonds (Å) are listed after each position.
Positions of all 7 atoms, in Å:
1 O 1.4522 -1.3787 0.4893  C7 1.193
2 C -2.4209 0.5034 -0.0500  O3 1.156, S6 1.539
3 O -3.0831 1.3942 0.2718  C2 1.156
4 H 1.4667 0.0424 -0.9405  C7 1.103
5 H 2.3543 0.4185 0.6428  C7 1.103
6 S -1.5264 -0.6734 -0.4780  C2 1.539
7 C 1.7572 -0.3065 0.0646  O1 1.193, H4 1.103, H5 1.103

Results
**SMILES**: O=C=S.C=O
**Gap between HOMO and LUMO**: 10.974 eV
**LUMO level**: 0.02239 Ha
**HOMO**: -0.3809 Eh

Stability, lowest: (one)